No. 1
Entry from OMol25: a gas-phase ion, C3H11N2 (charge +1) in a non-equilibrium geometry (ωB97M-V with the def2-TZVPD basis set).

Computed properties:
SMILES = NCCC[NH3+]
HOMO-LUMO gap = 11.26 eV
energy above the lowest of the compared OMol25 structures with the same formula, charge and spin = 17.0 kcal/mol
total charge = +1
LUMO = -3.2923 eV

Positions of all 16 atoms, in Å:
N -1.1743 -1.1136 -0.4626
C -0.8490 0.1204 -1.1495
C 0.5302 0.6797 -0.7307
C 0.7965 0.8439 0.7513
N 0.7078 -0.4708 1.4809
H -2.1730 -1.1782 -0.2875
H -1.0990 -1.8856 -1.1569
H -0.8432 0.1095 -2.2320
H -1.5598 0.9361 -1.0475
H 0.8986 1.6351 -1.1721
H 1.1920 -0.1690 -1.0843
H 1.6605 1.4096 1.0829
H -0.0671 1.4555 1.1282
H 0.8663 -0.2790 2.4687
H 1.3475 -1.1636 1.0085
H -0.2340 -0.9303 1.4024

Löwdin population analysis, charges in e, atoms 1 to 8: atom 1 (N): 0.00, atom 2 (C): -0.28, atom 3 (C): -0.18, atom 4 (C): -0.17, atom 5 (N): 0.15, atom 6 (H): 0.09, atom 7 (H): 0.11, atom 8 (H): 0.12

***

No. 2
Entry from OMol25: 2 unconnected molecules or ions with the total composition C3H11N2 in a non-equilibrium geometry (ωB97M-V with the def2-TZVPD basis set).

Computed properties:
HOMO-LUMO gap (spin up / spin down) = 12.16 / 8.18 eV
multiplicity = 2
energy above the lowest of the compared OMol25 structures with the same formula, charge and spin = 51.9 kcal/mol
total charge = +2
LUMO (spin up / spin down) = -9.5554 / -13.8120 eV

Positions of all 16 atoms, in Å:
C 2.2893 -0.4202 -1.8783
N 1.4837 -0.3416 -0.8988
H 1.9504 -0.3329 -2.9026
H 3.3067 -0.7706 -1.6982
H 1.7288 -0.6170 0.0400
H 0.5843 0.2257 -0.7878
C -1.2034 -0.5818 1.6469
C -1.5285 0.2051 0.3942
N -0.4519 1.1425 0.0820
H -2.0395 -1.2210 1.9244
H -1.0214 0.0961 2.4792
H -0.3704 -1.2584 1.4446
H -2.4129 0.8912 0.4877
H -1.6984 -0.3759 -0.5303
H 0.0611 1.5540 0.8690
H -0.6780 1.8047 -0.6718

Löwdin population analysis, charges in e, atoms 1 to 8: atom 1 (C): 0.22, atom 2 (N): 0.18, atom 3 (H): 0.14, atom 4 (H): 0.15, atom 5 (H): 0.15, atom 6 (H): 0.09, atom 7 (C): -0.03, atom 8 (C): -0.18

***

No. 3
Entry from OMol25: 2 unconnected molecules or ions with the total composition C3H11N2O in a non-equilibrium geometry (ωB97M-V with the def2-TZVPD basis set).

Computed properties:
HOMO-LUMO gap = 9.27 eV
energy above the lowest of the compared OMol25 structures with the same formula, charge and spin = 54.4 kcal/mol
total charge = +1
LUMO = -5.0812 eV

Positions of all 17 atoms, in Å:
C -2.2320 0.3945 -1.0174
C -0.8847 1.0072 -0.6195
N 0.1206 -0.0930 -0.3222
C -0.0419 -0.8312 0.7728
N 0.5997 -0.5418 1.8826
H -2.2381 -0.0470 -2.0031
H -2.9321 1.2257 -0.9542
H -2.5575 -0.3064 -0.2452
H -1.0496 1.4610 0.3548
H -0.5125 1.6806 -1.3769
H 1.0575 0.0805 -0.6884
H -0.7414 -1.6654 0.7344
H 0.6376 0.4103 2.2320
H 0.7770 -1.3195 2.5064
H 3.6393 -0.4886 -1.1029
H 3.4515 -0.5550 0.3177
O 2.9065 -0.4118 -0.4708

Löwdin population analysis, charges in e, atoms 1 to 8: atom 1 (C): -0.07, atom 2 (C): -0.16, atom 3 (N): 0.03, atom 4 (C): -0.14, atom 5 (N): 0.23, atom 6 (H): 0.08, atom 7 (H): 0.09, atom 8 (H): 0.07